1.
A cluster of 2 separate species, C19H31N2O3 in total in a non-equilibrium geometry. Source: OMol25; level of theory: the ωB97M-V functional and the def2-TZVPD basis.

The geometry in XYZ format:
```
55
Properties=species:S:1:pos:R:3
N -4.19978 0.42224 -1.16921
C -3.97287 1.22723 -2.41843
C -2.38529 1.37478 -2.78632
C -1.44583 1.26653 -1.45602
C -0.04858 2.01556 -1.68794
C 0.71248 2.68349 -0.40380
C -0.07592 4.08665 -0.16942
C 0.06055 4.64490 1.32884
O -0.92203 5.28136 1.79478
C 2.04020 3.19518 -1.21648
C 2.00349 2.57368 -2.72967
N 0.94519 1.47390 -2.67009
C 1.74254 0.23611 -2.34542
O 0.99599 -0.81862 -1.72353
C 1.36906 -1.02371 -0.35653
C 2.80255 -1.23021 0.18564
C 3.14864 -1.45492 1.70343
C 1.99771 -1.52631 2.76804
C 0.54484 -1.36393 2.22184
C 0.21172 -1.09608 0.71034
H -4.00339 0.97533 -0.32184
H -3.63351 -0.43992 -1.16749
H -4.46488 2.25575 -2.22852
H -4.53339 0.66430 -3.25562
H -2.22446 2.35432 -3.35533
H -2.13699 0.50014 -3.49106
H -2.00588 1.85990 -0.64581
H -1.35575 0.15372 -1.23571
H -0.39631 2.98299 -2.22674
H 0.86344 1.98609 0.48685
H 0.32550 4.92037 -0.85866
H -1.18476 3.95803 -0.45580
H 0.97828 4.52423 2.00247
H 2.87800 2.53692 -0.75608
H 2.37800 4.27409 -1.09207
H 1.59259 3.40729 -3.42226
H 3.00167 2.28011 -3.20026
H 0.51081 1.44426 -3.60913
H 2.11152 -0.18261 -3.36110
H 2.67906 0.56731 -1.78793
H 3.68005 -1.19139 -0.54967
H 4.23979 -1.56924 2.05700
H 2.19819 -1.69089 3.88277
H -0.32390 -1.44616 2.97468
H -0.89230 -0.99805 0.46131
C 0.12688 -5.49330 2.47625
C -0.77201 -5.02730 3.59067
O -1.15133 -3.87149 3.65583
C -1.18339 -6.04453 4.62092
H 0.34125 -4.65490 1.80933
H 1.06858 -5.86264 2.88800
H -0.36925 -6.27909 1.90261
H -0.29991 -6.43830 5.12792
H -1.73770 -6.85474 4.14252
H -1.82918 -5.56844 5.36190
```

Net charge = +1
Relative energy (zero: lowest compared OMol25 entry of this formula, charge and spin) = 207.1 kcal per mole
HOMO level = -0.4198 hartree
Lowest unoccupied orbital energy = -2.87 eV
E_tot = -1077.27270 Ha

2.
The molecule C24H22N2O2S. Source: OMol25; level of theory: the ωB97M-V functional and the def2-TZVPD basis.

The geometry in XYZ format:
```
51
Properties=species:S:1:pos:R:3
C -0.35850 -6.31961 -1.91563
C -1.19891 -5.92231 -3.10458
S -2.65582 -4.98716 -2.55526
O -3.31405 -5.70232 -1.50684
O -3.40288 -4.61161 -3.71918
N -1.99589 -3.55878 -1.99593
C -1.62823 -3.16442 -0.71197
C -1.67917 -4.04739 0.36180
C -1.28511 -3.61902 1.61803
C -0.83411 -2.32951 1.81910
C -0.77520 -1.43717 0.74987
C -0.31015 -0.06248 0.98691
C 0.30195 0.69666 -0.03449
C 0.72577 1.97932 0.21804
C 1.41809 2.74361 -0.83324
C 2.67804 3.28997 -0.60348
C 3.33085 3.98613 -1.60411
C 2.73376 4.14929 -2.84316
C 1.48334 3.60401 -3.08148
C 0.83146 2.90046 -2.08532
C 0.49384 2.52607 1.50897
C 0.79179 3.85478 1.86678
C 0.56066 4.31870 3.13602
C 0.87143 5.73186 3.52247
C 0.01202 3.44626 4.09872
C -0.31490 2.16060 3.78197
C -0.09754 1.66781 2.47666
N -0.47078 0.40813 2.20269
C -1.17834 -1.86244 -0.51081
H 0.03852 -5.43912 -1.41601
H -0.97322 -6.87184 -1.20929
H 0.47314 -6.95082 -2.22250
H -1.59786 -6.78348 -3.63379
H -0.67698 -5.27441 -3.80197
H -2.07572 -2.82431 -2.67935
H -2.06149 -5.04228 0.21302
H -1.33664 -4.30676 2.44880
H -0.52955 -1.98658 2.79443
H 0.48806 0.25329 -1.00109
H 3.15090 3.14923 0.35803
H 4.30976 4.40286 -1.41654
H 3.24297 4.69775 -3.62174
H 1.01464 3.72735 -4.04695
H -0.14863 2.48280 -2.26724
H 1.19632 4.51879 1.11585
H 1.59133 5.75045 4.34014
H -0.03130 6.23675 3.86482
H 1.28297 6.28565 2.68245
H -0.16027 3.82041 5.09806
H -0.75553 1.49227 4.50500
H -1.17487 -1.17744 -1.34665
```

Relative energy (zero: lowest compared OMol25 entry of this formula, charge and spin) = 0.0 kcal per mole
HOMO level = -0.3017 hartree
Lowest unoccupied orbital energy = 0.04 eV
E_tot = -1585.96567 Ha
SMILES = CCS(=O)(=O)Nc1cccc(-c2cc(-c3ccccc3)c3cc(C)ccc3n2)c1

3.
A structure of composition C3H4EuO4 in a non-equilibrium geometry. Source: OMol25; level of theory: the ωB97M-V functional and the def2-TZVPD basis.

The geometry in XYZ format:
```
12
Properties=species:S:1:pos:R:3
O -0.00393 0.23974 -1.13223
C 0.33163 -0.95674 0.12639
C 0.04450 1.49371 -0.46618
O 1.17144 -1.91455 -0.04654
O 0.49624 -0.12285 1.20434
C 0.03206 1.15157 0.98811
H -0.82440 2.11473 -0.73533
H 0.97935 2.00220 -0.76039
H 0.25863 1.85695 1.78582
Eu -0.23332 -3.84756 -0.07807
O -0.97490 -1.46091 -0.03934
H -1.27731 -0.55630 -0.84657
```

Net charge = +2
Relative energy (zero: lowest compared OMol25 entry of this formula, charge and spin) = 49.1 kcal per mole
HOMO level (alpha / beta) = -0.6650 / -0.6883 hartree
Lowest unoccupied orbital energy (alpha / beta) = -10.27 / -10.27 eV
Spin multiplicity = 8
E_tot = -1127.26396 Ha